Computed, not measured: C34H37MoN5S as an isolated structure, with the ωB97M-V functional and the def2-TZVPD basis.

Its spin multiplicity is 3. For the HOMO-LUMO gap (spin up / spin down), the calculation gives 5.79 / 6.63 eV. As for the net charge: 0. Its HOMO energy (spin up / spin down) is -6.06 / -6.94 eV. As for the energy relative to the best compared isomer or geometry (same formula, charge and spin): 5.7 kcal per mole.

Each line ends with the Löwdin charge.
CARTESIAN COORDINATES (ANGSTROEM)
Mo: 0.055 0.157 -0.273  1.3800
C: 3.546 -0.541 1.723  -0.1052
N: 2.781 0.629 1.349  -0.2423
C: 3.569 1.606 0.613  -0.0994
C: 2.004 1.222 2.379  -0.2189
C: 2.329 1.097 3.726  -0.0230
C: 1.556 1.695 4.712  -0.0953
C: 0.441 2.436 4.346  -0.0995
C: 0.096 2.540 3.008  -0.0636
C: 0.864 1.944 2.012  -0.2614
N: 0.447 1.969 0.662  -0.1202
C: 0.022 3.163 0.127  -0.2492
C: 0.207 4.410 0.744  -0.0334
C: -0.278 5.573 0.175  -0.0890
C: -0.963 5.548 -1.032  -0.0993
C: -1.113 4.329 -1.677  -0.0485
C: -0.623 3.159 -1.119  -0.2114
N: -0.682 1.892 -1.867  -0.2703
C: -2.030 1.656 -2.415  -0.0823
C: 0.254 1.999 -3.016  -0.0958
H: 4.429 -0.312 2.338  0.0828
H: 3.887 -1.035 0.813  0.0706
H: 2.908 -1.235 2.270  0.0909
H: 4.346 2.065 1.243  0.0925
H: 2.915 2.391 0.235  0.0772
H: 4.047 1.120 -0.238  0.0561
H: 3.202 0.524 4.005  0.1013
H: 1.829 1.586 5.753  0.0976
H: -0.179 2.903 5.100  0.1005
H: -0.802 3.074 2.719  0.1192
H: 0.733 4.460 1.688  0.1067
H: -0.116 6.513 0.687  0.1022
H: -1.356 6.453 -1.472  0.0951
H: -1.609 4.300 -2.637  0.1030
H: -2.281 2.392 -3.183  0.0829
H: -2.763 1.723 -1.614  0.0911
H: -2.066 0.670 -2.875  0.0738
H: -0.052 2.831 -3.657  0.0902
H: 0.232 1.068 -3.584  0.0716
H: 1.264 2.164 -2.651  0.0670
C: -2.992 -1.246 -0.452  -0.0204
C: -2.135 -1.682 -1.604  -0.3106
C: -2.736 -2.528 -2.575  -0.0113
C: -2.026 -2.917 -3.660  0.0045
C: -0.676 -2.519 -3.808  -0.1610
C: 0.113 -2.948 -4.901  -0.0456
C: 1.416 -2.558 -4.972  -0.0747
C: 1.974 -1.739 -3.971  -0.1081
C: 1.248 -1.294 -2.890  -0.6093
S: 1.998 -0.344 -1.630  0.6278
C: -0.127 -1.692 -2.812  -0.2347
N: -0.888 -1.266 -1.736  0.0025
H: -3.755 -1.995 -0.246  0.0903
H: -3.507 -0.317 -0.705  0.0793
H: -2.411 -1.072 0.452  0.0357
H: -3.760 -2.842 -2.426  0.1152
H: -2.476 -3.549 -4.416  0.1221
H: -0.331 -3.581 -5.657  0.1100
H: 2.035 -2.885 -5.797  0.1060
H: 3.015 -1.450 -4.039  0.1018
C: 0.656 -3.634 0.116  -0.0402
C: -0.224 -3.413 1.317  -0.2112
C: -0.709 -4.502 2.032  -0.0581
C: -1.518 -4.325 3.143  -0.0857
C: -1.850 -3.042 3.553  -0.0551
C: -1.391 -1.927 2.866  -0.2262
C: -1.722 -0.538 3.334  -0.0391
C: -0.581 -2.125 1.740  -0.2875
N: -0.159 -1.007 1.022  -0.1855
H: 1.346 -4.459 0.303  0.0821
H: 1.238 -2.748 -0.133  0.0341
H: 0.065 -3.903 -0.764  0.0796
H: -0.435 -5.500 1.712  0.1091
H: -1.884 -5.183 3.691  0.0981
H: -2.475 -2.896 4.426  0.1068
H: -2.557 -0.555 4.034  0.0781
H: -1.966 0.124 2.499  0.0625
H: -0.866 -0.080 3.833  0.0741

Computed, not measured: C27H32F5NO3SSbSc as an isolated structure, with the ωB97M-V functional and the def2-TZVPD basis.

For the HOMO-LUMO gap, the calculation gives 8.05 eV. As for the net charge: +2. Its HOMO energy is -13.46 eV.

Each line ends with the Löwdin charge.
CARTESIAN COORDINATES (ANGSTROEM)
Sc: -1.347 1.447 -0.143  1.0280
C: -0.858 -4.934 0.653  -0.0880
C: -2.286 -4.434 0.442  -0.2643
C: -2.365 -3.016 -0.125  -0.3058
S: -1.576 -1.820 0.972  1.0509
O: -1.630 -0.489 0.181  -0.6270
C: -2.804 -1.629 2.291  -0.2936
C: -3.927 -0.629 2.040  -0.2645
C: -4.883 -0.947 0.896  -0.0860
H: -0.866 -5.964 1.003  0.0874
H: -0.318 -4.339 1.391  0.0668
H: -0.293 -4.900 -0.280  0.0712
H: -2.865 -4.509 1.365  0.1035
H: -2.800 -5.075 -0.276  0.1256
H: -3.383 -2.690 -0.322  0.0868
H: -1.779 -2.943 -1.044  0.0794
H: -2.219 -1.336 3.163  0.0992
H: -3.181 -2.638 2.472  0.1003
H: -3.493 0.362 1.897  0.0764
H: -4.485 -0.583 2.978  0.1251
H: -4.404 -0.824 -0.076  0.0614
H: -5.734 -0.268 0.923  0.0887
H: -5.274 -1.963 0.972  0.0898
F: 7.608 1.814 -0.642  0.0967
C: 6.356 1.412 -0.423  -0.2704
C: 5.898 1.333 0.878  0.0055
C: 4.593 0.914 1.094  -0.1318
C: 3.768 0.579 0.023  -0.4222
C: 4.263 0.668 -1.279  -0.1122
C: 5.561 1.087 -1.511  0.0148
Sb: 1.781 -0.048 0.422  1.5506
C: 1.770 -1.713 -0.920  -0.3880
C: 0.667 -2.091 -1.684  -0.1720
C: 0.697 -3.228 -2.479  -0.0067
C: 1.843 -4.001 -2.482  -0.2755
F: 1.877 -5.097 -3.241  0.0971
C: 2.953 -3.668 -1.728  0.0222
C: 2.910 -2.519 -0.952  -0.1070
C: 0.952 1.447 -0.988  -0.4706
C: 1.106 2.798 -0.617  -0.1547
C: 0.998 3.824 -1.540  0.0333
C: 0.737 3.498 -2.862  -0.2558
F: 0.637 4.474 -3.752  0.1271
C: 0.578 2.188 -3.281  0.0396
C: 0.689 1.174 -2.343  -0.1032
H: 6.559 1.589 1.695  0.1281
H: 4.229 0.843 2.113  0.0930
H: 3.638 0.400 -2.123  0.1063
H: 5.970 1.159 -2.510  0.1296
H: -0.234 -1.486 -1.685  0.0725
H: -0.142 -3.517 -3.099  0.1305
H: 3.831 -4.298 -1.760  0.1330
H: 3.787 -2.253 -0.374  0.1057
H: 1.360 3.049 0.409  0.1136
H: 1.132 4.862 -1.265  0.1399
H: 0.388 1.981 -4.325  0.1425
H: 0.609 0.148 -2.682  0.0966
N: -1.617 4.897 3.340  0.2110
C: -1.354 3.428 3.508  -0.0027
C: -1.242 2.836 2.106  -0.6229
O: -1.007 1.607 1.978  -0.0700
O: -1.397 3.603 1.136  -0.0032
H: -0.852 5.479 3.682  0.1806
H: -2.474 5.206 3.799  0.1810
H: -1.706 5.028 2.310  0.1551
H: -2.178 2.961 4.042  0.1512
H: -0.438 3.265 4.070  0.1521
F: -2.049 2.800 -1.664  -0.1211
C: -3.006 1.714 -1.488  -0.1085
F: -3.436 2.076 -0.132  -0.1299
H: -3.846 1.899 -2.147  0.1076